Record 1
Here is 2 unconnected molecules or ions with the total composition C3H4N2O in a non-equilibrium geometry from OMol25. Energies are from ωB97M-V with the def2-TZVPD basis set.

Atoms and positions in Å:
N1 -0.95 1.08 -0.12
C1 -0.49 0.94 1.04
O1 0.60 0.10 1.28
C2 1.57 -0.09 0.41
C3 0.17 -1.88 -1.34
N2 0.59 -2.95 -1.37
H1 -1.74 1.73 -0.12
H2 -0.83 1.38 1.98
H3 1.32 0.58 -0.46
H4 -0.24 -0.88 -1.31

* 2S+1: 1
* E_tot: -301.3006 a.u.
* total charge: 0

Results of the Löwdin charge analysis, in e, for atoms 1 through 4: atom 1 (N): 0.1342, atom 2 (C): -0.2551, atom 3 (O): -0.1390, atom 4 (C): 0.0600

=====

Record 2
Here is a single C3H4N2O molecule from OMol25. Energies are from ωB97M-V with the def2-TZVPD basis set.

Atoms and positions in Å:
N1 1.78 -0.13 -0.29
C1 0.44 -0.31 -0.05
C2 -0.54 0.51 -0.50
C3 -1.65 0.12 0.26
N2 -1.40 -0.92 1.02
O1 -0.04 -1.21 0.81
H1 2.50 -0.71 0.09
H2 1.96 0.86 -0.33
H3 -0.44 1.20 -1.32
H4 -2.61 0.60 0.32

* 2S+1: 1
* SMILES: Nc1ccno1
* E_tot: -301.4124 a.u.
* total charge: 0

Results of the Löwdin charge analysis, in e, for atoms 1 through 4: atom 1 (N): 0.1427, atom 2 (C): -0.4249, atom 3 (C): -0.0380, atom 4 (C): -0.1657

=====

Record 3
Here is a single C3H4N2O molecule in a non-equilibrium geometry from OMol25. Energies are from ωB97M-V with the def2-TZVPD basis set.

Atoms and positions in Å:
H1 2.92 0.81 0.06
N1 1.92 0.91 -0.08
C1 1.14 -0.02 0.01
O1 1.34 -1.65 -0.02
N2 -0.04 -1.69 0.03
C2 -0.26 -0.40 -0.02
C3 -1.52 0.36 0.00
H2 -1.57 1.04 -0.86
H3 -1.59 0.97 0.91
H4 -2.36 -0.33 -0.03

* 2S+1: 1
* SMILES: [H]/N=C1\ON=C1C
* E_tot: -301.3481 a.u.
* total charge: 0

Results of the Löwdin charge analysis, in e, for atoms 1 through 4: atom 1 (H): 0.0915, atom 2 (N): 0.2241, atom 3 (C): -0.2289, atom 4 (O): -0.0988